{"formula": "C36H38N8O5S4Ti", "method": "ωB97M-V/def2-TZVPD", "elements": ["Ti", "C", "O", "C", "C", "C", "C", "C", "C", "N", "C", "N", "C", "C", "C", "C", "C", "C", "O", "C", "N", "C", "C", "C", "C", "C", "C", "O", "C", "H", "H", "H", "H", "H", "H", "H", "H", "H", "H", "H", "H", "H", "H", "H", "H", "H", "H", "H", "H", "H", "H", "C", "C", "O", "N", "C", "C", "C", "C", "C", "C", "N", "H", "H", "H", "H", "H", "H", "H", "H", "H", "H", "S", "C", "S", "C", "C", "N", "C", "N", "C", "S", "C", "H", "H", "H", "H", "H", "H", "O", "S", "N"], "positions_angstrom": [[-0.934, -1.244, -0.482], [4.928, 0.717, 4.609], [3.780, 0.799, 3.786], [3.058, 1.956, 3.829], [3.337, 3.034, 4.653], [2.539, 4.172, 4.592], [1.486, 4.241, 3.701], [1.214, 3.168, 2.861], [1.976, 2.015, 2.936], [1.772, 0.881, 2.123], [0.641, 0.562, 1.430], [-0.541, 0.775, 2.039], [-1.751, 1.034, 1.342], [-2.112, 0.397, 0.168], [-3.291, 0.826, -0.461], [-4.090, 1.800, 0.095], [-3.754, 2.384, 1.318], [-2.586, 2.002, 1.939], [-2.131, 2.506, 3.132], [-2.911, 3.504, 3.758], [0.699, -0.038, 0.271], [1.888, 0.104, -0.486], [2.513, -1.006, -1.026], [3.605, -0.870, -1.876], [4.068, 0.397, -2.178], [3.464, 1.526, -1.632], [2.373, 1.393, -0.786], [1.736, 2.417, -0.166], [1.956, 3.754, -0.597], [5.376, -0.252, 4.407], [4.658, 0.780, 5.667], [5.643, 1.506, 4.365], [4.167, 2.997, 5.342], [2.759, 5.007, 5.242], [0.880, 5.134, 3.638], [0.415, 3.235, 2.138], [2.617, 0.457, 1.767], [-0.494, 1.185, 2.960], [-3.577, 0.361, -1.398], [-4.998, 2.111, -0.407], [-4.399, 3.131, 1.758], [-3.902, 3.123, 4.018], [-3.017, 4.380, 3.111], [-2.378, 3.783, 4.663], [2.100, -1.993, -0.831], [4.053, -1.743, -2.325], [4.898, 0.523, -2.861], [3.831, 2.505, -1.899], [1.574, 4.383, 0.204], [1.419, 3.943, -1.526], [3.016, 3.972, -0.731], [1.793, -2.625, 2.439], [0.698, -2.985, 1.480], [-0.247, -2.200, 1.265], [0.748, -4.143, 0.844], [-0.412, -4.623, 0.098], [-0.493, -4.260, -1.359], [-0.539, -5.300, -2.231], [-0.980, -5.082, -3.584], [-1.207, -3.836, -3.994], [-0.855, -2.683, -3.121], [-0.689, -2.945, -1.708], [1.495, -1.751, 3.008], [2.694, -2.381, 1.871], [2.021, -3.451, 3.112], [1.543, -4.747, 0.980], [-1.289, -4.240, 0.626], [-0.419, -5.707, 0.187], [-0.387, -6.304, -1.863], [-1.190, -5.928, -4.225], [-1.610, -3.606, -4.971], [-1.525, -1.838, -3.277], [0.717, -1.982, -3.862], [0.471, -0.295, -3.533], [-0.712, 0.301, -2.398], [1.269, 0.603, -4.196], [1.162, 2.007, -3.996], [1.104, 3.147, -3.849], [2.273, 0.167, -5.110], [3.095, -0.170, -5.842], [-5.233, -2.044, -2.890], [-4.075, -1.033, -3.819], [-5.072, 0.447, -4.042], [-5.517, -1.550, -1.960], [-4.721, -2.971, -2.641], [-6.124, -2.276, -3.473], [-5.933, 0.261, -4.683], [-4.439, 1.199, -4.509], [-5.412, 0.832, -3.080], [-3.193, -3.046, 1.911], [-3.659, -2.672, 0.576], [-2.723, -2.021, -0.374]], "homo_lumo_gap_ha": 0.238, "de_lowest_kcal_mol": 17.9, "charge": 0}

---

{"formula": "C36H38N8O6", "method": "ωB97M-V/def2-TZVPD", "elements": ["O", "C", "C", "C", "C", "C", "C", "C", "C", "O", "N", "C", "C", "C", "C", "C", "N", "C", "C", "C", "C", "C", "C", "C", "C", "C", "C", "N", "C", "C", "C", "C", "C", "N", "C", "O", "C", "C", "C", "C", "C", "C", "C", "O", "N", "N", "O", "O", "N", "N", "H", "H", "H", "H", "H", "H", "H", "H", "H", "H", "H", "H", "H", "H", "H", "H", "H", "H", "H", "H", "H", "H", "H", "H", "H", "H", "H", "H", "H", "H", "H", "H", "H", "H", "H", "H", "H", "H"], "positions_angstrom": [[2.931, -3.437, -4.583], [2.021, -2.677, -4.801], [0.638, -2.967, -5.252], [0.007, -4.165, -5.508], [-1.319, -4.122, -5.928], [-1.979, -2.914, -6.089], [-1.340, -1.705, -5.828], [-0.030, -1.750, -5.404], [0.908, -0.664, -5.027], [0.728, 0.529, -5.009], [2.098, -1.295, -4.708], [3.292, -0.591, -4.296], [3.196, -0.088, -2.856], [3.087, -1.244, -1.861], [2.948, -0.753, -0.463], [2.075, 0.184, 0.054], [2.378, 0.239, 1.369], [1.776, 1.092, 2.355], [1.647, 0.387, 3.718], [2.745, 0.820, 4.689], [2.144, 2.108, 5.244], [0.652, 1.757, 5.319], [-0.279, 2.966, 5.088], [-1.702, 2.734, 5.617], [-2.550, 3.506, 4.613], [-1.767, 3.254, 3.322], [-2.140, 1.886, 2.699], [-1.943, 1.856, 1.281], [-2.798, 2.201, 0.294], [-2.113, 1.926, -0.875], [-2.557, 2.003, -2.292], [-2.118, 0.772, -3.091], [-2.688, -0.549, -2.562], [-1.970, -1.071, -1.418], [-2.421, -0.983, -0.111], [-3.471, -0.492, 0.229], [-1.376, -1.623, 0.719], [-1.295, -1.799, 2.084], [-0.180, -2.464, 2.584], [0.805, -2.948, 1.737], [0.716, -2.777, 0.358], [-0.377, -2.095, -0.135], [-0.752, -1.726, -1.519], [-0.172, -1.944, -2.556], [-0.900, 1.456, -0.525], [-0.816, 1.411, 0.755], [-0.407, 3.294, 3.708], [0.426, 0.729, 4.364], [3.366, -0.605, 1.643], [3.710, -1.201, 0.558], [0.528, -5.102, -5.382], [-1.842, -5.044, -6.133], [-3.007, -2.911, -6.421], [-1.848, -0.762, -5.956], [4.124, -1.292, -4.402], [3.433, 0.256, -4.974], [4.084, 0.508, -2.637], [2.321, 0.557, -2.765], [2.210, -1.842, -2.121], [3.969, -1.884, -1.921], [1.290, 0.765, -0.379], [2.373, 2.005, 2.455], [0.784, 1.363, 1.986], [1.631, -0.693, 3.549], [2.857, 0.081, 5.482], [3.700, 0.953, 4.189], [2.287, 2.935, 4.549], [2.544, 2.387, 6.216], [0.412, 1.347, 6.313], [0.176, 3.834, 5.589], [-1.817, 3.087, 6.639], [-1.939, 1.670, 5.578], [-3.581, 3.166, 4.563], [-2.537, 4.571, 4.848], [-1.911, 4.043, 2.576], [-3.185, 1.645, 2.902], [-1.484, 1.126, 3.136], [-3.783, 2.570, 0.479], [-2.123, 2.890, -2.762], [-3.644, 2.102, -2.313], [-1.029, 0.714, -3.100], [-2.453, 0.897, -4.121], [-2.626, -1.306, -3.350], [-3.729, -0.423, -2.253], [-2.072, -1.437, 2.738], [-0.088, -2.612, 3.650], [1.662, -3.460, 2.148], [1.479, -3.166, -0.297]], "homo_lumo_gap_ha": 0.309, "smiles": "O=C1c2ccccc2C(=O)N1CCCc1cn(C[C@H]2CC[C@@H]([C@@H]3CC[C@H](Cn4cc(CCCN5C(=O)c6ccccc6C5=O)nn4)O3)O2)nn1", "de_lowest_kcal_mol": 10.5, "charge": 0}

---

{"formula": "C36H39BaBr2ClN2O8P2", "method": "ωB97M-V/def2-TZVPD", "elements": ["Ba", "Br", "C", "Br", "H", "H", "N", "C", "C", "C", "O", "O", "H", "H", "H", "H", "H", "H", "O", "P", "C", "P", "O", "C", "C", "C", "C", "C", "C", "C", "C", "C", "C", "C", "C", "C", "C", "C", "C", "C", "C", "C", "C", "C", "C", "C", "C", "H", "H", "H", "H", "H", "H", "H", "H", "H", "H", "H", "H", "H", "H", "H", "H", "H", "H", "H", "H", "H", "H", "N", "C", "C", "C", "C", "C", "C", "H", "H", "H", "H", "H", "H", "H", "O", "Cl", "O", "O", "O", "C", "H", "H"], "positions_angstrom": [[0.772, -0.901, 0.217], [-4.035, -0.768, -2.582], [-2.199, -0.452, -3.070], [-2.044, 0.804, -4.543], [-1.763, -1.411, -3.341], [-1.679, -0.041, -2.214], [0.823, -3.811, 1.022], [0.619, -4.697, -0.130], [-0.774, -4.557, -0.745], [-1.035, -3.234, -1.473], [-1.038, -3.253, -2.715], [-1.236, -2.219, -0.732], [1.616, -4.114, 1.572], [0.013, -3.805, 1.638], [0.721, -5.755, 0.151], [1.386, -4.470, -0.876], [-1.523, -4.670, 0.045], [-0.905, -5.367, -1.463], [2.271, -1.811, -1.719], [3.462, -0.913, -2.049], [4.383, -1.289, 0.434], [4.022, -0.150, 1.672], [2.566, 0.143, 1.897], [4.931, 1.362, 1.232], [4.283, 2.575, 1.441], [4.899, 3.771, 1.098], [6.169, 3.761, 0.540], [6.820, 2.554, 0.319], [6.201, 1.359, 0.658], [4.683, -0.599, 3.322], [3.771, -1.055, 4.275], [4.217, -1.472, 5.524], [5.569, -1.425, 5.835], [6.480, -0.967, 4.892], [6.038, -0.564, 3.641], [3.148, -0.232, -3.736], [4.060, 0.598, -4.389], [3.763, 1.116, -5.640], [2.548, 0.818, -6.247], [1.633, 0.002, -5.600], [1.925, -0.519, -4.344], [4.866, -2.015, -2.509], [6.176, -1.547, -2.572], [7.217, -2.397, -2.916], [6.959, -3.736, -3.185], [5.657, -4.214, -3.106], [4.616, -3.358, -2.768], [5.428, -1.350, 0.145], [3.936, -2.274, 0.569], [3.279, 2.560, 1.849], [4.381, 4.710, 1.249], [6.648, 4.693, 0.262], [7.805, 2.543, -0.131], [6.706, 0.423, 0.460], [2.714, -1.080, 4.036], [3.499, -1.827, 6.253], [5.914, -1.743, 6.813], [7.537, -0.924, 5.131], [6.756, -0.211, 2.908], [5.006, 0.840, -3.917], [4.478, 1.759, -6.143], [2.313, 1.231, -7.222], [0.680, -0.221, -6.064], [1.225, -1.167, -3.828], [6.382, -0.508, -2.332], [8.234, -2.022, -2.962], [7.770, -4.406, -3.445], [5.453, -5.259, -3.307], [3.595, -3.717, -2.695], [-2.699, 0.965, 0.507], [-3.307, 1.166, 1.734], [-4.076, 0.164, 2.339], [-4.720, 0.396, 3.539], [-4.625, 1.631, 4.174], [-3.858, 2.624, 3.584], [-3.210, 2.403, 2.379], [-1.825, 1.462, 0.374], [-2.617, -0.003, 0.225], [-4.116, -0.814, 1.874], [-5.280, -0.407, 4.000], [-5.114, 1.802, 5.124], [-3.755, 3.587, 4.071], [-2.610, 3.188, 1.931], [-1.611, -2.931, 3.027], [-0.933, -1.764, 3.550], [-1.554, -1.328, 4.768], [0.460, -2.101, 3.796], [-0.991, -0.699, 2.559], [0.223, 2.016, -0.574], [0.652, 2.700, 0.180], [0.010, 2.644, -1.453]], "homo_lumo_gap_ha": [0.164, 0.210], "de_lowest_kcal_mol": 54.4, "charge": -2}

---

{"formula": "C36H39ClN5O2SSc", "method": "ωB97M-V/def2-TZVPD", "elements": ["Sc", "C", "C", "C", "C", "C", "C", "C", "H", "H", "H", "H", "H", "H", "H", "H", "C", "C", "C", "C", "C", "C", "N", "C", "C", "C", "C", "C", "N", "C", "C", "C", "C", "C", "C", "N", "H", "H", "H", "H", "H", "H", "H", "H", "H", "H", "H", "H", "H", "H", "H", "C", "N", "C", "C", "S", "N", "C", "C", "H", "H", "H", "H", "H", "H", "H", "H", "H", "H", "H", "H", "Cl", "C", "C", "C", "C", "C", "C", "C", "O", "O", "H", "H", "H", "H"], "positions_angstrom": [[0.533, 1.103, 0.252], [3.334, -1.514, 2.937], [3.289, -0.236, 2.142], [3.232, 1.007, 2.770], [3.225, 2.180, 2.033], [3.224, 2.144, 0.645], [3.316, 0.910, -0.005], [3.388, -0.259, 0.750], [2.972, -2.354, 2.344], [2.731, -1.435, 3.843], [4.359, -1.737, 3.247], [3.217, 1.055, 3.854], [3.263, 3.132, 2.547], [3.290, 3.062, 0.077], [3.490, 0.879, -1.072], [3.572, -1.199, 0.257], [-0.191, 1.299, -3.216], [-1.048, 0.252, -2.566], [-1.835, -0.567, -3.372], [-2.533, -1.612, -2.813], [-2.448, -1.812, -1.442], [-1.684, -0.948, -0.689], [-0.986, 0.066, -1.241], [-1.585, -1.102, 0.785], [-2.322, -2.030, 1.497], [-2.177, -2.089, 2.872], [-1.373, -1.168, 3.520], [-0.710, -0.223, 2.762], [-0.769, -0.246, 1.423], [-0.060, 0.975, 3.356], [0.132, 1.103, 4.712], [0.494, 2.346, 5.216], [0.601, 3.409, 4.346], [0.452, 3.207, 2.976], [0.594, 4.375, 2.045], [0.188, 1.981, 2.490], [-0.530, 1.492, -4.232], [0.842, 0.944, -3.270], [-0.180, 2.240, -2.683], [-1.888, -0.369, -4.435], [-3.143, -2.265, -3.426], [-2.968, -2.641, -0.985], [-3.015, -2.693, 1.003], [-2.733, -2.821, 3.444], [-1.318, -1.158, 4.597], [-0.004, 0.264, 5.379], [0.643, 2.484, 6.280], [0.798, 4.409, 4.712], [0.521, 5.306, 2.603], [-0.179, 4.373, 1.287], [1.557, 4.368, 1.532], [1.099, -5.537, -2.328], [0.615, -4.335, -1.634], [-0.031, -4.635, -0.360], [1.053, -3.098, -1.943], [1.320, -1.952, -0.697], [1.281, -2.828, -3.249], [2.223, -1.816, -3.709], [0.539, -3.465, -4.340], [1.511, -6.216, -1.582], [1.891, -5.290, -3.024], [0.298, -6.053, -2.856], [-0.734, -5.453, -0.521], [-0.561, -3.766, 0.013], [0.702, -4.946, 0.387], [2.709, -1.345, -2.864], [1.702, -1.063, -4.304], [2.979, -2.283, -4.345], [-0.329, -3.990, -3.955], [1.154, -4.154, -4.920], [0.194, -2.678, -5.014], [-6.471, 2.853, -0.341], [-4.775, 3.106, -0.508], [-3.903, 2.454, 0.354], [-2.542, 2.646, 0.201], [-2.045, 3.483, -0.793], [-2.934, 4.155, -1.623], [-4.299, 3.963, -1.490], [-0.592, 3.698, -1.020], [-0.152, 4.628, -1.624], [0.229, 2.721, -0.527], [-4.297, 1.818, 1.138], [-1.875, 2.183, 0.914], [-2.544, 4.825, -2.380], [-4.994, 4.477, -2.138]], "homo_lumo_gap_ha": 0.261, "charge": 2}

---

{"formula": "C36H40BCoNP2", "method": "ωB97M-V/def2-TZVPD", "elements": ["Co", "C", "C", "C", "C", "C", "C", "C", "C", "C", "H", "H", "H", "H", "H", "H", "H", "H", "H", "H", "H", "H", "H", "H", "H", "P", "P", "C", "C", "C", "C", "C", "C", "C", "C", "C", "C", "C", "C", "C", "C", "C", "C", "C", "C", "C", "C", "C", "C", "C", "C", "C", "C", "H", "H", "H", "H", "H", "H", "H", "H", "H", "H", "H", "H", "H", "H", "H", "H", "H", "H", "H", "H", "H", "H", "B", "C", "N", "H", "H", "H"], "positions_angstrom": [[-0.002, 0.002, 2.378], [-1.817, 0.835, -4.146], [-1.811, -0.462, -3.811], [-1.039, -1.553, -4.508], [0.369, -1.175, -5.030], [1.183, -0.315, -4.096], [1.195, 1.021, -4.065], [0.374, 1.946, -4.918], [-1.050, 1.458, -5.286], [1.850, 0.308, 3.042], [-2.422, 1.550, -3.566], [-2.464, -0.810, -3.001], [-1.626, -1.962, -5.350], [-0.931, -2.391, -3.800], [0.921, -2.119, -5.173], [0.283, -0.711, -6.020], [1.813, -0.887, -3.400], [1.901, 1.541, -3.408], [0.917, 2.188, -5.849], [0.286, 2.904, -4.381], [-1.612, 2.344, -5.626], [-0.990, 0.774, -6.142], [1.000, 0.965, 3.422], [2.800, 0.886, 3.158], [1.931, -0.660, 3.565], [-1.517, -0.572, 1.055], [1.811, 0.130, 1.159], [-0.415, -0.689, -0.398], [0.935, -0.531, -0.313], [-2.439, -2.116, 1.343], [-2.792, -2.935, 0.263], [-3.577, -4.071, 0.492], [-3.969, -4.424, 1.788], [-3.535, -3.660, 2.873], [-2.780, -2.506, 2.652], [-2.713, 0.800, 0.854], [-2.240, 2.124, 0.873], [-3.092, 3.170, 0.508], [-4.426, 2.909, 0.184], [-4.938, 1.618, 0.354], [-4.093, 0.568, 0.717], [3.280, -0.977, 1.158], [3.068, -2.272, 1.639], [4.147, -3.116, 1.894], [5.438, -2.675, 1.594], [5.655, -1.391, 1.086], [4.570, -0.537, 0.854], [2.316, 1.811, 0.589], [2.416, 2.875, 1.500], [2.796, 4.154, 1.075], [3.118, 4.370, -0.264], [2.926, 3.351, -1.205], [2.515, 2.084, -0.775], [-0.900, -0.848, -1.370], [1.623, -0.773, -1.143], [-2.443, -2.679, -0.738], [-3.872, -4.684, -0.355], [-4.599, -5.302, 1.948], [-3.776, -3.976, 3.888], [-2.438, -1.919, 3.502], [-1.221, 2.346, 1.188], [-2.724, 4.193, 0.452], [-5.057, 3.703, -0.226], [-5.995, 1.427, 0.173], [-4.503, -0.422, 0.904], [2.057, -2.619, 1.839], [3.980, -4.109, 2.316], [6.274, -3.358, 1.740], [6.673, -1.063, 0.864], [4.739, 0.457, 0.448], [2.196, 2.714, 2.549], [2.836, 4.983, 1.788], [3.504, 5.336, -0.587], [3.089, 3.538, -2.268], [2.326, 1.313, -1.515], [-0.865, -0.229, 6.684], [-0.972, -0.266, 5.170], [-0.942, -0.266, 3.989], [-1.826, 0.327, 7.149], [0.141, 0.376, 7.001], [-0.833, -1.370, 7.071]], "homo_lumo_gap_ha": [0.180, 0.284], "multiplicity": 4, "de_lowest_kcal_mol": 0.0, "charge": 0}

---

Electronic energy for the records above, in order: -4651.1229; -2284.2013; -8422.9577; -3438.3106; -3540.6182 Ha